23
Properties=species:S:1:pos:R:3:mulliken_charge:R:1 method="wB97M-V/def2-TZVPD" e_lumo_ev=-0.30 homo_lumo_gap_ev=8.587 de_lowest_ev=3.657 charge=0 homo_ev=-8.88
C -1.455 -0.158 0.015 0.2874
N -0.364 0.544 -0.079 -0.6004
C 0.788 -0.387 -0.231 0.3159
C 2.044 0.492 -0.265 -0.6451
S 3.603 -0.394 -0.599 -0.2538
C 0.602 -1.182 -1.540 -1.4487
C -2.573 0.398 0.881 -1.2274
H -1.897 -0.229 -1.255 -0.4803
H -1.286 -1.213 0.253 0.3630
H -2.514 -0.372 -1.810 0.3216
H 0.900 -1.074 0.616 0.2727
H 1.856 1.216 -1.059 0.3443
H 2.117 0.999 0.692 0.3867
H 4.437 0.543 -0.135 0.1300
H 0.264 -0.557 -2.365 0.3525
H 1.570 -1.598 -1.834 0.4752
H -0.069 -2.022 -1.360 0.3422
H -3.365 -0.350 0.831 0.3865
H -2.203 0.548 1.891 0.3595
H -2.939 1.348 0.493 0.3146
H -0.057 0.875 1.571 0.3785
H 0.108 1.684 2.858 0.3035
O 0.433 0.888 2.431 -0.6783